<1>
Density functional theory data (ωB97M-V/def2-TZVPD) for a molecular structure, C6H9O2.

The calculation puts the highest occupied orbital energy at -3.54 eV. The value obtained for the frontier orbital gap is 7.28 eV. The lowest unoccupied orbital energy is 3.7 eV.

```
! wB97M-V def2-TZVPD RIJCOSX def2/J DEFGRID3
* xyz -1 1
O 1.194 -1.699 -1.976
C 2.006 -2.521 -2.460
O 1.943 -3.759 -2.479
C -0.950 -1.202 -0.204
C -0.077 -0.134 0.160
C -0.620 1.128 0.459
C -0.348 1.808 1.662
C -0.869 2.928 2.191
H -1.986 -1.151 0.101
H -0.533 -2.176 -0.445
H 0.995 -0.314 0.172
H -0.593 -0.457 -1.076
H -1.308 1.511 -0.300
H 0.430 1.361 2.274
H 2.911 -2.053 -2.953
H -0.510 3.286 3.150
H -1.685 3.443 1.721
*
```

---

<2>
Density functional theory data (ωB97M-V/def2-TZVPD) for a gas-phase ion, C6H9O2 (charge -1).

The calculation puts the highest occupied orbital energy at -3.44 eV. The value obtained for the frontier orbital gap is 7.09 eV. The SMILES is C/C=C/CCC(=O)[O-]. The lowest unoccupied orbital energy is 3.6 eV.

```
! wB97M-V def2-TZVPD RIJCOSX def2/J DEFGRID3
* xyz -1 1
O 0.780 -2.330 1.450
C -0.089 -2.777 0.693
O -0.736 -3.843 0.622
C -0.611 -1.699 -0.471
C -1.035 -0.421 0.287
C 0.097 0.606 0.387
C 0.333 1.430 -0.632
C 1.180 2.698 -0.365
H -1.438 -2.234 -0.949
H 0.207 -1.719 -1.193
H -1.953 0.033 -0.077
H -1.218 -0.742 1.321
H 0.499 0.651 1.388
H -0.212 1.388 -1.563
H 1.242 2.835 0.707
H 0.752 3.572 -0.868
H 2.201 2.552 -0.736
*
```

---

In terms of stability, <2> leads; the second structure lies 3.016 eV higher.

---

<1>
Density functional theory data (ωB97M-V/def2-TZVPD) for 2 unconnected molecules or ions with the total composition C6H9O2.

The calculation puts the highest occupied orbital energy at -3.48 eV. The value obtained for the frontier orbital gap is 5.19 eV. The lowest unoccupied orbital energy is 1.7 eV.

```
! wB97M-V def2-TZVPD RIJCOSX def2/J DEFGRID3
* xyz -1 1
O -2.489 -0.303 1.318
C -1.606 0.567 1.192
O -1.041 1.263 2.059
C -1.009 0.714 -0.251
C 0.457 0.484 -0.229
C 1.171 0.139 -1.492
C 2.296 -1.988 -1.226
C 2.414 -0.684 -1.241
H -1.220 1.756 -0.510
H -1.629 0.099 -0.905
H 0.584 -0.605 0.372
H 0.907 1.232 0.425
H 0.440 -0.520 -1.999
H 1.320 1.012 -2.129
H 3.006 -2.753 -0.934
H 1.289 -2.445 -1.408
H 0.389 -1.444 0.531
*
```

---

<2>
Density functional theory data (ωB97M-V/def2-TZVPD) for 2 unconnected molecules or ions with the total composition C6H9O2.

The calculation puts the highest occupied orbital energy at -3.76 eV. The value obtained for the frontier orbital gap is 6.11 eV. The lowest unoccupied orbital energy is 2.3 eV.

```
! wB97M-V def2-TZVPD RIJCOSX def2/J DEFGRID3
* xyz -1 1
O 3.789 0.565 0.469
C 2.657 0.856 0.913
O 2.346 1.436 1.970
C 1.504 -0.003 0.277
C 0.311 0.887 -0.284
C -0.598 -0.050 -0.869
C -1.408 -1.042 -0.132
C -2.870 -0.881 -0.590
H 1.019 -0.650 1.026
H 1.748 -0.749 -0.489
H 0.048 1.394 0.637
H 0.588 1.805 -0.854
H -0.889 0.116 -1.943
H -1.249 -0.245 1.184
H -0.928 -2.093 0.162
H -3.516 -0.287 0.180
H -2.553 -1.060 -1.656
*
```

---

In terms of stability, <1> leads; the second structure lies 0.314 eV higher.

---

<1>
Density functional theory data (ωB97M-V/def2-TZVPD) for C6H10N2 in the gas phase.

The calculation puts the highest occupied orbital energy at -8.38 eV. The value obtained for the frontier orbital gap is 8.91 eV. The lowest unoccupied orbital energy is 0.5 eV.

```
! wB97M-V def2-TZVPD RIJCOSX def2/J DEFGRID3
* xyz 0 1
C -2.202 -0.656 0.306
C 0.017 -0.270 1.024
C 0.992 -1.861 -0.548
C -1.309 0.452 0.444
C -1.024 1.048 -0.914
C 2.072 0.246 -0.360
N -2.998 -1.520 0.293
N 0.942 -0.679 -0.028
H 0.563 0.492 1.661
H -0.180 -1.044 1.806
H 0.175 -2.410 -0.076
H -1.539 1.189 1.188
H -1.889 1.611 -1.312
H -0.498 0.238 -1.501
H -0.272 1.743 -0.894
H 3.061 -0.238 -0.120
H 2.077 0.558 -1.349
H 2.012 1.101 0.381
*
```

---

<2>
Density functional theory data (ωB97M-V/def2-TZVPD) for C6H10N2 in the gas phase.

The calculation puts the highest occupied orbital energy at -7.49 eV. The value obtained for the frontier orbital gap is 8.47 eV. The SMILES is [H]/N=C\C[C@H]1C=CNC1. The lowest unoccupied orbital energy is 1.0 eV.

```
! wB97M-V def2-TZVPD RIJCOSX def2/J DEFGRID3
* xyz 0 1
C 0.227 0.650 1.219
C -0.416 1.986 -0.606
C -0.949 -1.541 -0.283
C 0.556 -1.280 -0.399
C 0.953 0.144 0.040
C 0.583 1.128 -1.087
H 0.868 1.169 1.935
H -0.317 -0.164 1.715
H -1.087 2.356 1.351
H -0.800 2.840 -1.097
H -1.529 -0.649 -0.563
H 0.956 -2.019 0.234
H 0.842 -1.458 -1.427
H 2.036 0.054 0.162
H 0.875 1.065 -2.101
H -0.665 -3.335 0.173
N -0.686 1.672 0.693
N -1.447 -2.618 0.041
*
```

---

<3>
Density functional theory data (ωB97M-V/def2-TZVPD) for C6H10N2 in the gas phase.

The calculation puts the highest occupied orbital energy at -8.84 eV. The value obtained for the frontier orbital gap is 9.83 eV. The SMILES is C=C1CN[C@@H]2CN[C@H]12. The lowest unoccupied orbital energy is 1.0 eV.

```
! wB97M-V def2-TZVPD RIJCOSX def2/J DEFGRID3
* xyz 0 1
C -2.501 -0.446 0.105
C -1.248 -0.010 0.115
C -0.575 1.349 -0.416
C 1.129 0.267 0.671
C 1.842 -0.543 -0.311
C -0.094 -0.763 0.634
H -2.866 -1.587 0.177
H -3.411 0.125 -0.309
H -0.461 1.241 -1.505
H -1.105 2.388 -0.516
H 1.375 2.171 -0.196
H 1.572 0.407 1.661
H 2.010 0.137 -1.148
H 2.688 -1.135 0.019
H 0.699 -2.384 -0.298
H -0.362 -1.462 1.500
N 0.649 1.658 0.351
N 0.659 -1.413 -0.532
*
```

---

<4>
Density functional theory data (ωB97M-V/def2-TZVPD) for a molecular structure, C6H10N2.

The calculation puts the highest occupied orbital energy at -8.91 eV. The value obtained for the frontier orbital gap is 9.81 eV. The lowest unoccupied orbital energy is 0.9 eV.

```
! wB97M-V def2-TZVPD RIJCOSX def2/J DEFGRID3
* xyz 0 1
C -0.401 1.101 0.383
C -0.365 -0.318 0.969
C 1.135 -1.135 0.721
C 1.051 -1.256 -0.672
C 0.893 -0.179 -1.599
C -0.857 -0.207 -0.292
H -1.833 1.793 1.941
H -2.424 2.089 -0.070
H 0.564 1.609 0.015
H -0.810 -0.526 1.863
H 1.997 -0.447 1.065
H 1.245 -2.054 1.443
H 1.544 -2.175 -1.096
H 0.689 0.818 -1.151
H 1.358 -0.046 -2.695
H -2.064 0.103 -0.373
N -1.467 1.960 0.774
N -0.254 -1.130 -1.226
*
```

---

In terms of stability, <2> leads; the second structure lies 1.775 eV higher.